No. 1
A single C3H8P2 molecule in a non-equilibrium geometry, computed with the ωB97M-V functional and the def2-TZVPD basis.

The geometry in XYZ format:
```
13
Properties=species:S:1:pos:R:3:forces:R:3:mulliken_charge:R:1
C -2.629 -0.751 -0.913 5.316 -0.135 3.465 -0.5468
C -1.630 -0.532 0.061 -1.312 -0.566 -0.114 -0.4916
P 0.344 -1.172 0.923 -2.994 0.704 -2.296 -0.0109
P 1.232 0.161 -0.687 1.489 -1.557 1.027 0.0346
C 2.308 1.118 0.543 -1.353 1.441 -1.555 -0.9296
H -2.385 -1.532 -1.572 -0.462 -0.825 -1.166 0.2548
H -3.425 -0.074 -1.018 -1.005 0.571 -0.069 0.2808
H -1.850 0.233 0.805 0.035 0.218 -0.223 0.3547
H 0.428 -2.425 0.271 0.097 0.022 -0.122 0.0709
H 0.189 0.993 -0.492 -1.103 1.108 -0.034 0.0600
H 3.193 0.622 0.886 0.224 -0.466 0.284 0.3310
H 1.570 1.403 1.361 1.583 0.131 -0.888 0.3211
H 2.654 1.957 -0.168 -0.513 -0.645 1.691 0.2710
```
Forces are in eV/Å.

Summary:
SMILES string	C=C[PH]#[PH]C
molecular weight	106.045	g mol⁻¹
energy above the lowest of the compared OMol25 structures with the same formula, charge and spin	44.4	kcal per mole
HOMO	-0.3263	hartree
total energy	-801.6806	Eh
spin multiplicity	1

---

No. 2
7 unconnected molecules or ions with the total composition C19H55N5O10 in a non-equilibrium geometry, computed with the ωB97M-V functional and the def2-TZVPD basis.

The geometry in XYZ format:
```
89
Properties=species:S:1:pos:R:3:forces:R:3:mulliken_charge:R:1
C -5.660 -15.250 33.854 -0.171 -1.566 -0.330 -0.7166
O -6.238 -16.573 33.712 0.586 1.406 -1.505 -0.3301
C -5.508 -17.647 34.258 -0.338 1.699 1.932 -0.7630
C -6.031 -18.916 33.715 0.754 -0.898 -1.301 -0.5410
N -5.314 -19.345 32.478 -0.189 0.885 2.360 -0.2449
C -5.845 -20.475 31.778 0.855 0.349 0.513 -0.4932
C -5.396 -20.265 30.405 2.106 -0.394 -1.732 -0.5543
O -3.969 -20.704 30.134 -3.240 0.178 -0.456 -0.3439
C -3.972 -20.836 28.717 1.754 -1.458 0.440 -0.7811
H -6.079 -14.671 33.031 -0.328 0.304 0.551 0.2484
H -4.584 -15.244 33.681 0.227 -0.301 0.064 0.3100
H -5.840 -14.901 34.871 -0.215 0.466 -0.138 0.2772
H -5.749 -17.540 35.316 -0.040 -0.774 0.609 0.4815
H -4.430 -17.487 34.286 0.277 -0.218 -0.911 0.4028
H -7.082 -18.751 33.479 -0.333 -0.130 0.289 0.3483
H -5.926 -19.659 34.505 -0.081 -0.353 -0.253 0.3022
H -5.210 -18.566 31.844 -0.208 0.166 0.293 0.1969
H -6.931 -20.558 31.743 -0.309 -0.021 0.415 0.3664
H -5.368 -21.380 32.153 -0.414 -0.319 0.136 0.2344
H -5.317 -19.202 30.179 -0.670 0.113 -0.260 0.2673
H -6.102 -20.746 29.728 0.388 -0.158 -0.359 0.4140
H -3.079 -21.427 28.512 0.529 0.512 -0.285 0.3174
H -3.945 -19.886 28.184 -0.255 0.016 -0.041 0.2655
H -4.718 -21.547 28.363 -0.692 0.499 -0.032 0.3358
C -10.688 -15.777 15.853 -0.029 -0.201 -0.082 -0.7027
O -11.423 -16.963 15.648 0.073 -0.501 -1.167 -0.3324
C -10.790 -17.699 14.585 -1.143 -1.609 0.066 -0.6594
C -11.703 -18.807 13.954 0.950 0.445 1.191 -0.6573
N -12.818 -18.157 13.307 -0.818 -1.075 -0.612 -0.3481
C -13.553 -18.951 12.257 1.448 2.436 0.442 -0.5514
C -13.020 -18.563 10.852 -3.029 -0.381 -0.318 -0.5931
O -12.901 -19.799 10.172 3.132 -0.382 -1.213 -0.3573
C -11.508 -20.021 9.840 -0.384 -0.310 -0.308 -0.6455
H -11.048 -15.252 16.738 0.048 -0.261 0.063 0.2453
H -10.795 -15.109 14.999 0.070 0.125 -0.159 0.2984
H -9.646 -16.082 15.945 0.333 0.496 0.280 0.2896
H -9.890 -18.187 14.961 0.272 0.069 0.232 0.4073
H -10.519 -17.112 13.708 -0.023 0.660 0.229 0.3357
H -12.074 -19.573 14.634 0.073 0.168 0.801 0.4666
H -11.023 -19.427 13.371 -0.110 0.435 -1.005 0.3535
H -13.495 -18.091 14.054 -0.018 0.584 0.139 0.2474
H -14.563 -18.583 12.438 -0.254 -0.554 -0.628 0.3409
H -13.470 -20.037 12.310 -0.103 -0.022 0.382 0.3320
H -12.287 -17.764 10.742 1.034 -0.803 0.566 0.4496
H -13.807 -18.118 10.243 -0.651 0.451 0.460 0.2964
H -10.872 -20.037 10.725 -0.065 -0.013 0.236 0.2014
H -11.099 -19.279 9.154 -0.261 0.538 0.085 0.3011
H -11.351 -20.947 9.286 -0.543 -0.292 0.319 0.2817
C -15.135 -20.092 24.652 -1.032 0.285 0.000 -0.6594
O -15.471 -18.742 24.755 -0.110 2.171 0.903 -0.3388
C -15.244 -17.971 23.579 0.183 -2.507 -1.098 -0.4876
C -15.249 -16.477 23.624 -0.657 0.707 0.580 -0.4744
N -16.288 -15.930 22.726 -0.881 0.375 -0.078 -0.3533
C -16.327 -14.477 22.681 1.073 1.294 -1.189 -0.8118
C -17.011 -13.855 21.366 1.507 -1.227 1.388 -0.5731
O -18.238 -14.481 21.111 -0.252 -0.178 -1.019 -0.3329
C -18.615 -14.310 19.739 -1.047 0.417 0.298 -0.7996
H -14.163 -20.228 24.179 0.156 -0.252 0.128 0.3030
H -15.934 -20.567 24.082 0.194 -0.530 -0.391 0.2911
H -15.219 -20.473 25.670 0.478 -0.202 -0.102 0.2178
H -15.979 -18.269 22.832 -0.326 -0.021 -0.163 0.3455
H -14.316 -18.389 23.190 0.489 0.456 -0.300 0.2613
H -14.282 -16.086 23.308 -0.042 0.079 -0.019 0.3689
H -15.421 -16.175 24.657 0.162 0.213 0.323 0.3094
H -17.186 -15.950 23.188 -0.339 -2.005 0.037 0.2399
H -15.280 -14.174 22.690 0.079 0.646 -0.254 0.3691
H -16.737 -14.108 23.621 -0.376 0.504 -0.057 0.4454
H -16.294 -14.022 20.563 0.020 -0.449 -0.289 0.3299
H -17.065 -12.767 21.409 -0.418 0.238 0.469 0.4326
H -18.074 -14.876 18.980 0.863 0.085 0.384 0.3217
H -18.654 -13.243 19.520 0.462 0.152 -0.311 0.3188
H -19.641 -14.623 19.548 -0.178 -0.255 0.761 0.2771
N -6.870 -19.659 22.696 5.864 -1.231 0.444 -0.3427
C -8.133 -19.492 22.804 -1.967 0.794 -0.840 0.6080
N -8.593 -18.745 21.769 -2.153 1.090 -0.843 -0.4247
O -8.784 -20.000 23.676 -1.589 -0.511 1.105 -0.6377
H -6.277 -19.250 21.988 -0.316 -0.213 0.143 0.1487
H -6.442 -20.290 23.358 0.050 0.246 -0.155 0.2169
H -9.568 -18.493 21.839 0.182 0.076 -0.088 0.2300
H -8.010 -18.085 21.275 -0.065 -0.261 0.246 0.1996
O -0.289 -20.911 21.136 -0.032 -0.206 0.063 -0.6363
H -0.901 -20.248 20.817 -0.227 0.142 -0.113 0.3146
H 0.548 -20.452 21.203 0.236 0.069 0.035 0.3199
O -3.744 -18.292 19.080 -0.015 -0.161 0.231 -0.6358
H -3.479 -17.380 19.203 0.094 0.242 0.056 0.3206
H -4.069 -18.328 18.181 -0.081 -0.080 -0.247 0.3181
O -10.782 -20.834 28.065 0.025 -0.071 0.276 -0.6418
H -10.106 -20.717 27.398 0.202 0.026 -0.216 0.3277
H -11.601 -20.626 27.616 -0.210 0.053 -0.098 0.3140
```
Forces are in eV/Å.

Summary:
SMILES string	COCCNCCOC.COCCNCCOC.COCCNCCOC.NC(N)=O.O.O.O
molecular weight	513.674	g mol⁻¹
energy above the lowest of the compared OMol25 structures with the same formula, charge and spin	114.0	kcal per mole
HOMO	-0.3118	hartree
total energy	-1782.8264	Eh
spin multiplicity	1

---

No. 3
9 unconnected molecules or ions with the total composition C36H72O9 in a non-equilibrium geometry, computed with the ωB97M-V functional and the def2-TZVPD basis.

The geometry in XYZ format:
```
117
Properties=species:S:1:pos:R:3:forces:R:3:mulliken_charge:R:1
C 8.291 11.945 10.406 -1.063 -0.948 -0.367 0.0889
C 8.078 10.749 11.371 -0.705 1.098 0.220 0.3586
C 6.758 11.135 12.085 0.305 -0.817 0.234 -0.6460
O 6.725 12.547 12.091 -0.075 -0.461 1.174 -0.3939
C 7.153 12.934 10.838 1.544 1.524 -1.138 -0.4256
H 8.225 11.604 9.360 -0.353 0.307 0.254 0.3081
H 9.293 12.297 10.506 0.557 0.673 0.336 -0.4131
H 8.890 10.723 12.055 0.690 0.113 0.836 -0.2503
H 8.064 9.778 10.922 -0.337 -0.466 -0.564 0.2267
H 6.665 10.765 13.127 0.087 0.284 -0.632 0.3213
H 5.925 10.740 11.489 -0.154 0.057 0.108 0.3096
H 7.530 14.009 10.902 -0.580 -1.314 -0.129 0.2937
H 6.299 12.893 10.156 0.089 0.033 -0.343 0.2936
C 15.067 10.725 8.599 0.163 0.245 -1.045 0.1185
C 15.338 9.933 9.875 -1.974 -0.443 -0.560 -0.0955
C 13.930 9.231 10.112 0.241 0.492 0.081 0.4430
O 13.137 9.404 8.920 0.935 0.701 -0.424 -0.4471
C 13.575 10.681 8.333 -0.313 -1.515 0.757 -0.2009
H 15.621 10.279 7.767 -0.070 0.219 0.047 0.3838
H 15.252 11.792 8.632 0.864 0.065 0.222 -0.4566
H 15.573 10.574 10.697 0.283 0.307 0.668 -0.3417
H 16.112 9.197 9.721 0.266 -0.117 0.076 0.4557
H 13.367 9.791 10.903 0.610 -0.752 -0.110 -0.6877
H 14.071 8.143 10.323 -0.583 0.948 -0.040 0.4681
H 13.127 11.514 8.889 -0.403 -0.113 -0.197 -0.0439
H 13.302 10.705 7.263 -0.016 -0.019 0.621 0.4073
C 10.573 8.184 11.402 -2.578 -0.157 -0.344 0.8182
C 10.366 7.905 9.888 0.558 -1.440 -0.623 -0.6782
C 11.308 6.659 9.710 1.826 1.239 -0.299 -0.3987
O 12.088 6.579 10.905 0.004 -0.889 -0.677 -0.4265
C 11.222 6.924 11.929 0.165 1.061 0.642 -0.5044
H 9.621 8.502 11.910 1.009 -0.444 -0.351 0.4021
H 11.281 8.950 11.499 0.865 1.350 0.125 -0.8673
H 10.676 8.702 9.204 0.070 0.001 0.502 0.2146
H 9.379 7.568 9.542 -0.076 0.354 0.639 0.3999
H 12.091 6.741 8.934 -0.737 0.195 -0.062 0.1265
H 10.822 5.722 9.597 -0.965 -0.803 -0.260 0.4079
H 11.898 7.170 12.732 -0.187 -0.137 0.876 0.1671
H 10.486 6.172 12.222 0.080 -0.393 -0.119 0.3103
C 14.068 10.186 16.789 -0.173 1.023 0.341 1.2725
C 13.676 8.698 16.798 0.704 0.176 -0.437 -0.6289
C 13.421 8.399 18.265 -1.475 -0.348 0.803 -0.4687
O 13.954 9.473 19.041 -0.171 -0.576 0.040 -0.4583
C 14.648 10.366 18.213 0.693 0.378 -0.127 -0.4858
H 13.235 10.913 16.597 0.477 -0.860 0.183 -0.0352
H 14.843 10.392 16.049 -0.128 0.049 -0.064 -0.8025
H 14.517 8.097 16.422 0.049 0.207 0.271 0.2486
H 12.879 8.445 16.109 -0.484 0.145 0.184 0.3377
H 13.847 7.440 18.585 0.143 0.205 -0.065 0.2826
H 12.325 8.344 18.527 0.909 0.052 -0.428 0.2470
H 15.730 10.174 18.211 0.050 -0.561 -0.176 0.2257
H 14.626 11.334 18.728 -0.617 0.156 -0.615 0.2627
C 14.831 16.008 8.296 1.418 -0.357 0.015 -0.3987
C 14.028 16.485 7.048 -0.968 -0.262 1.430 -0.5903
C 13.786 15.150 6.406 -0.589 -0.216 -0.663 -0.5248
O 13.459 14.295 7.480 -0.196 -0.876 -0.357 -0.3895
C 14.413 14.492 8.468 0.719 0.793 0.874 1.0061
H 14.737 16.600 9.215 -0.413 -0.094 -0.339 0.2472
H 15.926 16.001 8.095 -0.597 0.226 -0.116 0.2733
H 14.460 17.219 6.388 0.551 0.197 0.012 0.3749
H 13.027 16.868 7.365 0.797 -0.148 -0.114 0.2412
H 14.604 14.831 5.739 0.261 -0.288 0.614 0.2679
H 12.908 15.101 5.806 -0.732 0.317 -0.757 0.3511
H 15.253 13.778 8.333 -0.061 0.620 -0.072 -0.1546
H 14.009 14.269 9.474 -0.166 0.179 -0.505 -0.7372
C 17.209 14.599 11.196 -0.126 1.011 0.047 0.2970
C 18.392 14.716 12.152 0.780 -0.949 -0.724 -0.8344
C 17.731 15.205 13.433 -0.522 -1.539 -0.239 0.1077
O 16.525 15.842 13.036 -0.321 0.302 0.764 -0.4546
C 16.419 15.821 11.624 0.235 0.112 0.471 -0.4471
H 16.692 13.691 11.348 -0.879 -1.074 0.487 -0.3833
H 17.399 14.634 10.145 0.654 0.116 -0.709 0.5018
H 19.159 15.381 11.723 -0.331 0.021 0.404 0.3195
H 18.875 13.729 12.289 -0.140 0.560 0.010 0.2889
H 18.382 15.831 14.003 0.213 0.697 0.461 0.3661
H 17.432 14.320 14.047 0.367 0.685 -0.202 -0.2444
H 16.959 16.696 11.273 -0.137 0.385 -0.556 0.3445
H 15.357 15.907 11.390 0.115 -0.250 -0.225 0.1997
C 17.520 11.662 14.018 0.194 1.695 -2.338 1.0051
C 17.486 10.177 13.683 0.548 -0.127 0.481 -0.4746
C 17.728 9.592 15.095 -0.417 -0.919 -0.294 -0.2563
O 18.281 10.580 15.923 0.496 -0.012 0.012 -0.4929
C 17.690 11.779 15.520 -1.429 0.601 -0.481 -0.2681
H 16.673 12.271 13.545 0.904 -0.866 0.974 -0.5171
H 18.443 12.071 13.539 -0.620 -0.204 0.321 -0.0678
H 18.240 9.968 12.917 0.044 -0.273 0.401 0.3337
H 16.550 9.804 13.298 -0.428 0.061 -0.081 0.0613
H 18.342 8.694 15.158 0.047 0.105 -0.095 0.4260
H 16.734 9.356 15.481 -0.171 -0.298 0.171 -0.1302
H 18.369 12.602 15.735 -0.350 0.060 0.537 0.4754
H 16.638 11.907 15.912 1.070 0.045 0.403 -0.0896
C 13.001 15.377 17.568 2.253 -1.201 -0.228 -0.7336
C 13.585 16.087 16.310 -0.948 0.593 0.467 -0.6769
C 13.360 15.042 15.173 -0.760 0.359 1.506 0.2462
O 13.583 13.786 15.849 0.178 0.051 -1.030 -0.2499
C 13.502 13.915 17.256 0.163 0.036 0.459 -0.3280
H 11.956 15.493 17.723 -0.970 -0.104 -0.306 0.3340
H 13.492 15.706 18.496 -0.133 0.064 -0.331 0.3293
H 14.661 16.228 16.481 -0.200 -0.058 -0.238 0.2492
H 13.126 17.111 16.211 0.410 -1.125 -0.395 0.4115
H 14.077 15.194 14.359 -0.253 -0.296 0.040 -0.1538
H 12.289 14.993 14.845 0.904 0.517 -0.136 0.0926
H 14.531 13.757 17.635 -0.333 0.380 0.147 0.1377
H 12.942 13.033 17.622 -0.240 0.763 0.051 0.3503
C 13.677 12.920 12.064 0.512 -0.201 2.246 1.3439
C 13.636 11.800 13.180 1.515 -0.476 -0.248 0.4008
C 12.193 11.409 13.337 -0.809 1.007 -0.841 -1.0961
O 11.542 11.979 12.180 -0.095 0.617 0.128 -0.3262
C 12.225 13.206 11.835 -1.174 -0.508 -0.433 -0.5633
H 14.291 12.633 11.235 -0.156 -0.436 -0.826 -0.3337
H 14.163 13.799 12.474 0.200 0.240 0.133 -0.7801
H 14.022 12.125 14.127 -0.012 0.803 0.496 0.2111
H 14.340 10.975 12.996 -0.454 -0.087 -0.683 -0.1878
H 11.813 11.790 14.282 -0.288 0.660 0.077 0.4068
H 11.848 10.400 13.336 0.531 -1.142 -0.189 0.2125
H 11.819 14.048 12.445 0.448 -0.513 -0.226 0.2326
H 12.005 13.415 10.777 -0.127 -0.068 0.293 0.3946
```
Forces are in eV/Å.

Summary:
SMILES string	C1CCOC1.C1CCOC1.C1CCOC1.C1CCOC1.C1CCOC1.C1CCOC1.C1CCOC1.C1CCOC1.C1CCOC1
molecular weight	648.963	g mol⁻¹
energy above the lowest of the compared OMol25 structures with the same formula, charge and spin	52.5	kcal per mole
HOMO	-0.3437	hartree
total energy	-2091.8188	Eh
spin multiplicity	1

---

No. 4
A single C3H5P molecule in a non-equilibrium geometry, computed with the ωB97M-V functional and the def2-TZVPD basis.

The geometry in XYZ format:
```
9
Properties=species:S:1:pos:R:3:forces:R:3:mulliken_charge:R:1
C 0.158 0.639 -0.496 0.251 0.232 -0.800 -0.3847
C -0.714 -0.370 0.159 -2.722 -0.223 1.431 -0.4738
C 0.678 -0.250 0.643 -0.341 0.145 -0.374 -0.5210
P 0.307 0.548 -2.332 0.328 -0.247 1.054 -0.0002
H 0.012 1.634 -0.210 -0.413 1.439 0.516 0.3522
H -1.520 -0.021 0.896 1.044 -0.498 -1.509 0.2032
H -0.974 -1.245 -0.478 0.093 0.658 0.821 0.2704
H 1.146 -1.033 0.124 1.833 -1.121 0.622 0.2978
H 0.907 0.099 1.694 -0.074 -0.385 -1.761 0.2561
```
Forces are in eV/Å.

Summary:
molecular weight	72.047	g mol⁻¹
energy above the lowest of the compared OMol25 structures with the same formula, charge and spin	43.4	kcal per mole
HOMO (spin up / spin down)	-0.2926 / -0.2957	hartree
total energy	-458.5124	Eh
spin multiplicity	1